Version 1
Below is 2 unconnected molecules or ions with the total composition CH4N2O, with properties calculated with ωB97M-V/def2-TZVPD.

```
! wB97M-V def2-TZVPD RIJCOSX def2/J DEFGRID3
* xyz 0 1
N -0.057 -0.395 -1.038
O -0.789 -1.275 -0.259
H 0.176 0.474 -0.466
H -0.518 -0.211 -1.937
H 0.899 -0.673 -1.301
C 0.038 0.759 1.711
N 0.425 1.425 0.863
H -0.174 -0.104 2.428
*
```

Version 2
Below is CH4N2O in the gas phase, with properties calculated with ωB97M-V/def2-TZVPD.

```
! wB97M-V def2-TZVPD RIJCOSX def2/J DEFGRID3
* xyz 0 1
N 1.117 -0.262 -0.001
C 0.122 -0.262 0.867
N -1.116 0.171 0.340
O 0.098 -0.790 1.949
H 1.243 -0.039 -0.950
H 1.966 -0.786 0.323
H -1.217 -0.150 -0.604
H -1.853 0.012 1.075
*
```

Quick one: most stable of them? version 2

Version 1
Below is C4H6FN3 in the gas phase, with properties calculated with ωB97M-V/def2-TZVPD.

```
! wB97M-V def2-TZVPD RIJCOSX def2/J DEFGRID3
* xyz 0 1
C 1.152 1.521 0.657
N 1.850 1.090 -0.258
N 1.886 -0.188 -0.579
C 1.187 -1.265 0.154
N -0.041 -1.490 0.407
C -0.898 -0.630 -0.143
C -2.174 -0.302 0.136
F -2.653 0.907 -0.382
H 1.124 2.612 1.112
H 0.463 1.061 1.459
H 2.577 -0.382 -1.294
H 1.679 -2.293 0.476
H -0.646 -0.279 -1.137
H -2.785 -0.714 1.002
*
```

Version 2
Below is C4H6FN3 in the gas phase, with properties calculated with ωB97M-V/def2-TZVPD.

```
! wB97M-V def2-TZVPD RIJCOSX def2/J DEFGRID3
* xyz 0 1
H -0.305 1.694 3.732
N -1.241 1.342 3.247
C -1.150 0.859 2.029
N 0.119 0.852 1.336
N 0.355 0.649 -0.057
C 0.160 -0.659 -0.249
C 0.422 -0.973 -1.692
C 0.204 -2.189 -2.272
F 0.939 0.096 -2.315
H -1.738 0.165 1.488
H 0.709 1.733 1.583
H 0.231 -1.436 0.681
H 0.556 -2.056 -3.367
H -0.351 -3.104 -1.858
*
```

Quick one: most stable of them? version 2